(1)
Formula: C29H49GdNO4P3
Source: OMol25
Level of theory: ωB97M-V/def2-TZVPD

Properties
Energy in eV: -89247.48281
2S+1: 8
Net charge: 0
Max |F| in eV Å⁻¹: 5.68
<S²>: 16.0994
Frontier orbital gap (spin up / spin down) in eV: 6.69 / 6.37

Geometry as XYZ:
```
87
Properties=species:S:1:pos:R:3:forces:R:3:mulliken_spin:R:1
Gd -6.437 2.706 -15.876 0.367 -0.279 -0.793 6.605
P -7.116 2.885 -12.917 0.198 0.293 0.958 0.062
P -7.305 0.010 -17.251 -2.296 1.653 0.535 0.062
P -8.038 5.683 -17.340 0.025 -0.122 0.755 0.005
O -8.993 5.971 -18.597 1.246 0.365 -0.740 0.000
O -7.135 6.943 -17.776 0.834 0.328 0.977 -0.001
O -4.888 2.041 -16.772 0.326 0.182 0.155 0.255
O -7.118 4.325 -17.712 0.739 0.488 -0.789 0.026
N -8.514 1.772 -15.130 -0.122 0.701 0.278 0.042
C -6.355 4.192 -19.005 -5.484 1.098 -0.974 -0.001
C -6.126 7.333 -16.834 0.780 -0.112 0.877 -0.001
C -10.135 5.437 -14.128 0.336 2.643 1.202 0.002
C -10.562 6.905 -14.003 1.290 0.017 0.650 0.000
C -10.623 -1.935 -15.495 2.451 3.599 -0.258 0.000
C -9.501 -1.544 -16.333 -2.039 -2.188 0.263 0.004
C -7.290 4.703 -10.601 -0.801 0.159 -0.834 0.001
C -10.356 3.409 -15.344 0.164 -0.109 0.651 0.009
C -9.170 2.911 -14.723 -0.636 0.939 -0.249 -0.035
C -9.007 4.984 -13.450 -0.471 1.418 0.531 -0.002
C -7.487 0.236 -12.031 0.721 0.912 -0.301 -0.003
C -9.296 1.948 -11.226 -0.638 0.888 -0.727 0.001
C -8.931 -0.309 -16.353 1.938 1.349 0.300 0.007
C -10.931 -0.946 -14.532 -0.691 -2.407 -1.869 -0.001
C -7.809 1.667 -11.574 0.637 0.878 -0.037 -0.005
C -6.514 -1.608 -15.233 0.242 0.485 -0.435 0.002
C -8.407 -1.288 -19.641 1.232 -0.410 2.318 0.001
C -8.532 3.723 -13.736 0.359 -0.907 0.324 0.017
C -10.177 5.274 -18.684 -0.726 -2.491 0.602 0.000
C -6.422 4.232 -11.806 -0.259 -0.082 0.194 -0.004
C -10.270 0.238 -14.518 -0.675 2.980 2.117 -0.009
C -6.536 0.398 -19.800 1.619 0.646 1.411 -0.001
C -10.829 4.676 -15.001 -0.174 -1.221 -1.272 -0.003
C -7.711 -0.084 -19.032 -1.548 1.297 -0.386 -0.002
C -5.030 -1.532 -17.328 0.136 0.309 -1.115 -0.001
C -5.018 3.821 -11.329 -0.741 -0.774 -0.285 -0.001
C -11.321 -3.183 -15.701 1.127 -2.728 -1.949 0.001
C -9.236 0.659 -15.333 -0.751 -2.701 -1.581 -0.032
C -6.475 -1.457 -16.793 2.591 -0.703 1.765 0.000
H -10.524 5.203 -19.711 0.177 -0.015 -0.056 0.000
H -10.594 1.027 -13.791 0.188 -0.948 -0.331 -0.001
H -5.677 -1.120 -14.738 0.187 0.368 -0.204 0.000
H -6.107 8.410 -16.659 -0.400 0.004 -0.428 0.000
H -6.891 3.391 -19.531 1.001 -0.585 0.456 -0.001
H -5.112 2.799 -10.976 0.233 -0.340 0.303 0.000
H -9.085 -2.336 -16.979 -0.360 0.456 0.107 0.000
H -10.912 2.789 -16.041 0.223 -0.037 -0.033 0.001
H -12.108 -3.418 -15.032 -0.938 0.152 0.579 0.000
H -6.938 -2.299 -17.184 -1.304 -1.611 -0.786 0.000
H -10.915 5.752 -18.084 -0.870 0.480 0.396 0.000
H -6.721 0.601 -20.802 -0.397 0.076 -1.988 0.000
H -9.676 7.569 -14.177 -0.828 -0.426 -0.177 0.000
H -7.866 0.097 -13.024 -0.621 -0.283 -0.478 0.004
H -6.752 5.016 -19.654 1.211 0.001 0.698 0.000
H -4.463 -0.625 -17.065 -0.235 -0.097 -0.340 -0.001
H -7.130 1.912 -10.694 -0.977 -0.221 -0.886 0.000
H -6.436 -2.640 -14.921 -0.192 -0.419 -0.121 0.000
H -10.048 4.239 -18.232 -0.335 0.861 -0.775 0.000
H -9.249 -1.488 -18.979 0.119 -0.711 -0.007 0.000
H -7.001 5.770 -10.448 -0.525 -0.807 0.493 0.000
H -6.182 6.901 -15.782 -0.383 -0.005 -1.358 0.000
H -8.610 5.725 -12.688 -0.040 -1.375 -1.006 -0.001
H -5.343 4.122 -18.855 2.218 -0.303 0.389 0.001
H -10.940 7.207 -13.029 0.035 -0.291 0.376 0.000
H -5.644 -0.186 -19.669 0.211 -1.028 -0.433 0.000
H -7.433 -1.173 -14.841 0.169 -0.307 0.190 -0.001
H -7.890 -0.509 -11.367 -0.044 -0.335 0.299 0.000
H -4.499 -2.360 -16.879 0.028 -0.395 0.154 0.000
H -7.232 4.096 -9.714 1.044 -0.138 0.563 0.000
H -9.737 2.878 -11.717 0.805 -1.070 0.429 -0.001
H -10.574 -4.013 -15.563 -0.597 0.431 -0.056 0.000
H -6.124 1.299 -19.362 -0.301 0.663 0.184 0.000
H -7.593 -2.043 -19.606 -1.125 -0.372 -0.508 0.000
H -11.779 -1.176 -13.912 -0.163 0.350 0.562 0.000
H -6.395 0.122 -12.177 -0.408 -0.072 0.482 0.000
H -4.239 3.789 -12.097 -0.222 0.342 0.037 0.000
H -8.389 4.580 -10.740 0.672 0.691 -0.592 0.000
H -8.470 0.722 -19.107 0.240 0.026 0.235 0.000
H -6.308 5.116 -12.423 -0.055 0.141 -0.449 0.001
H -4.743 4.411 -10.476 0.452 0.460 0.295 0.000
H -11.365 7.122 -14.678 -0.208 0.257 -0.650 0.000
H -9.992 1.150 -11.527 0.515 -0.018 0.057 0.000
H -11.642 -3.342 -16.785 0.067 0.427 1.390 0.000
H -8.847 -1.104 -20.583 0.129 0.179 -1.335 0.000
H -5.012 -1.710 -18.460 0.037 0.378 1.572 0.000
H -5.162 7.062 -17.262 0.089 -0.074 0.137 0.000
H -11.669 5.179 -15.490 0.061 -0.697 -0.009 -0.001
H -9.443 2.122 -10.167 0.113 -0.158 0.351 0.000
```
Forces are in eV/Å.


(2)
Formula: C3BaLiO3
Source: OMol25
Level of theory: ωB97M-V/def2-TZVPD

Properties
Energy in eV: -10119.47773
Net charge: +3
Max |F| in eV Å⁻¹: 6.33
Frontier orbital gap in eV: 8.24

Geometry as XYZ:
```
8
Properties=species:S:1:pos:R:3:forces:R:3:nbo_charge:R:1
Ba -2.544 -1.755 2.805 0.367 -0.106 0.186 1.986
O -0.476 -0.970 1.133 -2.544 -3.088 -0.466 -0.702
O -0.393 -0.175 -1.067 -1.154 -0.190 -1.581 -0.558
O 2.461 2.019 -0.076 -0.691 -0.304 0.156 -0.173
C 1.010 0.032 -0.265 1.648 -0.105 -2.114 -0.070
C -0.034 -0.829 -0.003 1.659 4.071 4.559 0.808
C 1.704 1.169 -0.105 0.595 -0.361 -0.322 0.718
Li -1.728 0.508 -2.423 0.120 0.084 -0.419 0.992
```
Forces are in eV/Å.